[1]
C22H27NO3 | ωB97M-V/def2-TZVPD

Each line ends with the natural charge from an NBO analysis.
Cartesian coordinates (Å):
O1 0.46179 1.41353 0.61196  -0.716
O2 2.13546 -1.89135 0.50637  -0.430
O3 0.03605 -0.96443 2.36170  -0.761
N1 -1.94087 -2.03231 1.96938  -0.472
C1 4.17254 2.30041 -4.03202  -0.647
C2 -1.65718 4.47955 -1.33350  -0.222
C3 3.84171 1.48967 -2.80752  0.081
C4 -2.27687 -2.77815 4.35154  -0.616
C5 -3.16030 -2.29181 1.20213  -0.202
C6 -1.59825 -3.02503 3.01531  -0.205
C7 -1.54052 2.20681 -0.42782  -0.017
C8 3.55865 1.39845 -0.39386  -0.091
C9 -0.73942 1.17128 0.36287  0.469
C10 -1.03503 -0.99491 1.72488  0.663
C11 2.32594 -2.63940 1.74661  -0.285
C12 3.38204 0.16907 -2.90813  -0.243
C13 -2.84319 4.17352 -2.00333  -0.223
C14 2.95600 -0.51923 -1.78454  -0.105
C15 -1.44639 -0.00326 0.75611  -0.604
C16 2.44857 -0.62667 0.60957  0.501
C17 -2.87180 -2.78624 -0.21198  -0.624
C18 -1.02602 3.50823 -0.53838  -0.216
C19 -3.40485 2.90504 -1.85471  -0.223
C20 -2.76157 1.93303 -1.07497  -0.219
C21 3.96876 2.06146 -1.53766  -0.231
C22 2.96203 0.10529 -0.50225  -0.141
H1 3.73201 1.82151 0.59420  0.233
H2 -4.32651 2.64859 -2.36283  0.207
H3 3.57932 3.22802 -4.06525  0.240
H4 2.36275 -0.21533 1.62402  0.240
H5 -3.32617 4.90625 -2.64755  0.207
H6 -3.81809 -2.95188 -0.73788  0.203
H7 2.66936 -1.56621 -1.83228  0.231
H8 -2.01110 -3.57313 5.05374  0.202
H9 5.23159 2.59855 -4.04877  0.233
H10 -3.71486 -3.05618 1.76102  0.195
H11 -2.33411 -3.74404 -0.17369  0.198
H12 2.09064 -3.68971 1.54072  0.213
H13 -1.90068 -4.00810 2.62739  0.175
H14 -0.11202 3.77587 -0.01764  0.227
H15 3.96219 1.74936 -4.95645  0.224
H16 -1.96283 -1.82056 4.77655  0.218
H17 3.37661 -2.52420 2.07209  0.184
H18 -3.78204 -1.38478 1.17847  0.196
H19 -1.21012 5.45995 -1.44429  0.205
H20 -3.21833 0.94879 -0.99427  0.211
H21 -2.50253 -0.02428 0.50558  0.184
H22 4.40188 3.06180 -1.49166  0.223
H23 -3.36368 -2.77322 4.23567  0.199
H24 3.35154 -0.31894 -3.88386  0.223
H25 -0.50742 -3.02425 3.14464  0.215
H26 1.64787 -2.22630 2.50404  0.267
H27 -2.26251 -2.06014 -0.76949  0.228

Forces on atoms 1 to 3 (eV/Å):
0.4 0.1 -0.2
0.9 1.2 -0.2
0.1 -0.2 0.0

The calculation puts the calculated total energy at -1134.8986 Eh. Its relative energy (zero: lowest compared OMol25 entry of this formula, charge and spin) is 2.9337 eV. The value obtained for the HOMO-LUMO gap is 4.74 eV. For the LUMO energy, the calculation gives -0.06262 Ha.

[2]
C2H4B2O | ωB97M-V/def2-TZVPD

Each line ends with the Löwdin spin population.
Cartesian coordinates (Å):
O1 -2.08946 -0.52252 0.93081  0.173
C1 -1.02750 -0.07005 0.95981  0.182
C2 0.34340 -0.59215 -0.53327  0.653
B1 0.01881 0.15988 -1.61227  0.727
B2 0.39259 0.34746 0.92922  0.127
H1 0.53050 -1.65597 -0.20074  0.043
H2 1.07263 -0.02633 1.68811  0.010
H3 -0.00302 0.85026 -2.66679  0.048
H4 0.76205 1.50941 0.50511  0.036

Forces on atoms 1 to 3 (eV/Å):
0.9 0.2 -0.2
-1.7 0.3 0.8
0.9 -3.9 4.7

The calculation puts the calculated total energy at -203.3158 Eh. Its relative energy (zero: lowest compared OMol25 entry of this formula, charge and spin) is 0.4444 eV. The value obtained for the HOMO-LUMO gap (alpha / beta) is 6.37 / 8.30 eV. The spin multiplicity is 3. For the LUMO energy (alpha / beta), the calculation gives 0.01196 / -0.09496 Ha.

[3]
C6H12O | ωB97M-V/def2-TZVPD

Each line ends with the natural charge from an NBO analysis.
Cartesian coordinates (Å):
O1 -1.73291 0.27953 0.55484  -0.537
C1 0.29251 -0.77845 -0.03464  -0.238
C2 0.44287 -0.16157 1.35687  -0.432
C3 -1.01882 0.00679 1.75585  -0.063
C4 1.54523 -0.79314 -0.90058  -0.607
C5 -0.90997 0.01477 -0.58364  0.104
C6 -0.57104 1.33151 -1.27522  -0.636
H1 0.99734 -0.78771 2.06284  0.217
H2 -1.48807 1.80451 -1.64057  0.221
H3 -1.18620 0.82360 2.46636  0.184
H4 1.31900 -1.12612 -1.92086  0.211
H5 -1.39962 -0.92230 2.20633  0.162
H6 -0.09374 2.02844 -0.57723  0.205
H7 -0.05164 -1.81415 0.09829  0.202
H8 -1.48917 -0.61103 -1.27611  0.178
H9 2.29151 -1.48124 -0.48873  0.214
H10 2.00503 0.19941 -0.96385  0.207
H11 0.95139 0.80908 1.29033  0.200
H12 0.09630 1.17807 -2.13031  0.207

Forces on atoms 1 to 3 (eV/Å):
-0.1 0.0 0.0
0.0 0.0 0.0
0.0 0.0 0.0

The calculation puts the calculated total energy at -311.0455 Eh. Its relative energy (zero: lowest compared OMol25 entry of this formula, charge and spin) is 0.3747 eV. The structure (SMILES) is C[C@@H]1OCC[C@@H]1C. The value obtained for the HOMO-LUMO gap is 10.56 eV. For the LUMO energy, the calculation gives 0.04049 Ha.

[4]
C18H30Cl2N7NdO3 | ωB97M-V/def2-TZVPD

Each line ends with the Löwdin spin population.
Cartesian coordinates (Å):
Nd1 0.29289 0.64773 0.60523  3.046
Cl1 2.39830 2.10970 1.09150  -0.007
Cl2 0.06517 -0.56626 2.90949  -0.005
O1 -0.06901 1.46638 -1.59849  -0.002
O2 -1.09520 -3.29015 -2.14863  0.000
O3 -0.63356 2.69863 1.47407  -0.003
N1 -2.25696 0.12373 0.30924  -0.001
N2 -5.42487 1.33679 0.88929  0.000
N3 -4.35312 -0.62758 0.04620  0.000
N4 -0.68536 1.56480 -3.76647  0.000
N5 -0.27604 4.22657 3.11583  0.001
N6 -3.08854 1.07236 0.82173  0.001
N7 -4.29002 0.56034 0.68628  0.000
C1 0.36715 4.58830 4.36701  0.000
C2 1.68685 -6.22167 0.20787  0.000
C3 -1.41351 0.98758 -4.87666  0.000
C4 0.50513 -4.24561 -0.49004  0.000
C5 2.55774 -0.32714 -1.61041  -0.003
C6 2.65343 -1.22614 0.71290  0.002
C7 0.99075 -6.20538 1.42372  0.000
C8 0.01168 -3.44956 -1.65851  0.000
C9 0.04360 -4.05636 0.82649  0.000
C10 -0.86273 5.29144 2.30970  0.000
C11 2.20446 -0.33818 -0.18191  -0.027
C12 -0.70101 0.97875 -2.58023  0.000
C13 4.13774 -1.16564 1.03314  -0.001
C14 0.03170 2.81327 -3.99400  0.000
C15 -0.20801 3.00004 2.61922  0.001
C16 -3.03934 -0.86985 -0.12264  0.000
C17 0.23712 -5.07643 1.75506  0.000
C18 1.52696 -5.18072 -0.70375  0.000
H1 -0.68194 3.63935 -4.10630  0.000
H2 1.16090 5.32354 4.19717  0.000
H3 0.58487 2.71456 -4.93299  0.000
H4 -0.40315 -3.10179 1.10625  0.000
H5 -1.27153 0.03613 -2.50622  0.000
H6 -0.35962 5.02026 5.06244  0.000
H7 2.21021 -5.05419 -1.54414  0.000
H8 -0.72283 0.81536 -5.71109  0.000
H9 -0.20377 -5.00198 2.74373  0.000
H10 0.27864 2.23305 3.23821  0.000
H11 0.71223 3.02613 -3.16687  0.000
H12 -0.09230 6.02170 2.02879  0.000
H13 3.41572 -0.98035 -1.84355  0.000
H14 -6.21692 0.71721 1.00202  0.000
H15 -1.84390 0.04173 -4.53394  0.000
H16 -5.26341 1.97644 1.65715  0.000
H17 2.35054 -7.05077 -0.02716  0.000
H18 1.06431 -7.03990 2.12141  0.000
H19 -2.21143 1.66777 -5.20160  0.000
H20 2.03763 -1.93705 1.29833  -0.001
H21 -2.64902 -1.78411 -0.55218  0.000
H22 0.84929 -2.81187 -2.06719  0.000
H23 4.61476 -2.15234 0.93966  0.000
H24 4.32884 -0.77506 2.04564  0.000
H25 2.80062 0.68430 -1.95235  0.000
H26 -1.62486 5.82076 2.89081  0.000
H27 4.63117 -0.47486 0.31953  0.000
H28 0.79318 3.67828 4.79595  0.000
H29 1.70152 -0.71603 -2.18805  -0.001
H30 -1.30311 4.84401 1.41431  0.000

Forces on atoms 1 to 3 (eV/Å):
0.0 0.1 1.1
0.5 1.1 0.3
-0.5 -0.4 0.7

The calculation puts the calculated total energy at -2794.6165 Eh. The value obtained for the HOMO-LUMO gap (alpha / beta) is 5.51 / 5.47 eV. The spin multiplicity is 4. For the LUMO energy (alpha / beta), the calculation gives 0.00746 / 0.00747 Ha.

[5]
C4H7N3 | ωB97M-V/def2-TZVPD

Each line ends with the natural charge from an NBO analysis.
Cartesian coordinates (Å):
N1 -0.00022 -1.82461 -0.33468  -0.491
N2 0.28844 -1.00756 1.78916  -0.801
N3 -0.07878 -0.05413 -1.55800  -0.532
C1 -0.10139 1.79353 0.22541  -0.646
C2 -0.01184 0.34955 -0.18924  0.003
C3 0.02353 -1.39506 -1.53924  0.190
C4 0.05025 -0.81525 0.47826  0.271
H1 -0.69570 2.54149 -0.37305  0.235
H2 -0.02356 -1.91482 -2.47368  0.185
H3 -0.06866 -0.19316 2.20743  0.354
H4 -0.60864 1.71069 1.24926  0.209
H5 -0.02192 -1.76782 2.40914  0.395
H6 0.89656 2.21802 0.51976  0.218
H7 0.35192 0.35913 -2.41054  0.409

Forces on atoms 1 to 3 (eV/Å):
0.5 -4.7 -1.2
0.1 0.2 3.0
1.2 0.7 -0.7

The calculation puts the calculated total energy at -320.8563 Eh. Its relative energy (zero: lowest compared OMol25 entry of this formula, charge and spin) is 0.7360 eV. The structure (SMILES) is Cc1[nH]cnc1N. The value obtained for the HOMO-LUMO gap is 8.57 eV. For the LUMO energy, the calculation gives 0.03464 Ha.